330
Properties=species:S:1:pos:R:3:forces:R:3:lowdin_charge:R:1 method="wB97M-V/def2-TZVPD" e_tot_ha=-5880.46387 orbital_gap_ev=8.5 max_force_ev_per_a=4.67 relative_energy_ev=5.068
C 12.380370 1.476440 30.221161 0.748 -1.131 -0.701 -0.04
C 11.735135 1.434194 28.777881 1.316 1.036 1.186 -0.42
C 11.727912 2.960977 28.341338 -1.124 -0.836 0.373 -0.12
C 11.654177 3.245079 26.841755 1.274 -0.906 1.865 -0.16
C 12.665508 2.365170 26.131787 -0.498 0.806 -1.654 -0.16
C 12.721539 0.892897 26.436795 -1.160 -1.577 -0.798 -0.49
N 12.685729 0.672237 27.899513 -0.450 2.273 0.259 -0.11
O 12.673816 -0.681910 28.255423 0.372 -0.329 -0.398 -0.02
C 11.528308 0.146974 25.720373 0.528 -0.179 0.705 -0.01
C 14.029706 0.344723 25.838261 0.178 -0.730 0.711 -0.04
C 10.324800 0.856130 28.914032 0.005 0.145 -0.946 -0.01
H 12.475590 0.479472 30.651396 -0.408 -0.309 -0.137 0.07
H 11.914077 2.071266 31.006562 -0.382 0.372 -0.525 0.07
H 13.427981 1.755728 30.108906 0.015 0.488 -0.019 0.08
H 10.790933 3.323460 28.764165 0.084 0.254 0.391 0.09
H 12.531314 3.507627 28.835117 0.237 -0.198 -0.114 0.11
H 12.005371 4.266860 26.697751 -0.792 0.183 -0.302 0.09
H 10.621472 3.035026 26.563368 0.131 0.326 -0.641 0.11
H 13.679842 2.756867 26.055716 0.073 0.371 0.840 0.12
H 12.330942 2.503436 25.103654 0.258 -0.659 -0.558 0.12
H 11.628031 0.020762 24.642302 -0.033 1.008 -0.201 0.08
H 11.492721 -0.910653 25.981646 0.026 0.029 0.784 0.05
H 10.610830 0.627887 26.059575 -0.230 -0.155 -0.548 0.07
H 13.998274 -0.737028 25.708205 -0.285 -0.145 -0.069 0.07
H 14.290997 0.757425 24.863839 -0.189 0.256 0.115 0.09
H 14.849543 0.485349 26.542680 0.176 0.469 -0.059 0.08
H 9.790567 1.231531 29.786819 0.180 0.132 -0.138 0.06
H 10.292930 -0.231818 28.972741 0.246 0.002 -0.020 0.08
H 9.781338 1.170218 28.022907 -0.420 -0.173 0.003 0.06
H 13.628212 -0.778837 28.292008 0.085 -0.873 0.405 0.10
C 12.329733 0.824277 33.541288 -0.080 -0.405 -0.365 -0.05
C 12.275365 0.556842 35.040753 0.431 0.199 0.324 -0.44
C 13.724746 0.711754 35.621135 0.300 -0.358 -0.148 -0.14
C 14.168421 2.111885 35.866316 -1.364 1.259 -0.421 -0.20
C 13.113285 2.910061 36.637197 1.650 -1.237 0.259 -0.15
C 11.692261 2.847076 36.140636 -1.023 0.907 -0.288 -0.46
N 11.306038 1.468472 35.744655 3.848 -0.987 2.455 -0.12
O 10.031952 1.226739 35.360884 -0.955 0.771 -0.706 -0.01
C 10.807610 3.366076 37.335631 -0.475 -0.146 -0.519 -0.02
C 11.586526 3.874925 34.996270 -1.337 0.191 -0.439 -0.02
C 11.887136 -0.930616 35.276877 0.136 0.528 1.082 -0.03
H 12.914698 1.697929 33.253790 0.037 0.015 0.126 0.07
H 11.344894 0.919569 33.084022 -0.190 0.103 0.086 0.06
H 12.764774 -0.061615 33.078653 0.212 0.095 -0.204 0.09
H 13.874570 0.087646 36.502118 -0.262 -0.038 0.142 0.12
H 14.486709 0.427161 34.895517 -0.421 -1.073 -0.338 0.12
H 14.275674 2.572020 34.884040 0.171 0.250 -0.196 0.10
H 15.129390 2.246930 36.362708 0.024 -0.437 0.049 0.12
H 13.549753 3.907075 36.577541 -0.792 0.395 0.726 0.12
H 13.148669 2.463788 37.631014 -0.046 0.496 0.434 0.12
H 9.748971 3.533662 37.137393 -0.113 -0.155 -0.813 0.06
H 10.748424 2.682246 38.182388 0.689 -0.096 0.030 0.07
H 11.139587 4.357238 37.644643 0.456 -0.116 0.165 0.07
H 10.544995 3.953726 34.684678 -0.354 -0.327 -0.247 0.07
H 11.759238 4.913171 35.279695 0.567 -0.087 0.341 0.07
H 12.141762 3.646426 34.086550 0.281 -0.140 0.197 0.08
H 11.913333 -1.112769 36.351237 -0.399 0.244 0.280 0.08
H 12.676827 -1.614567 34.965897 -0.104 0.131 -0.799 0.08
H 10.893620 -1.214533 34.929864 0.190 0.039 -0.312 0.07
H 10.047411 1.674960 34.512085 -1.241 0.133 -1.009 0.06
C 2.502829 7.569422 36.619759 0.184 0.094 1.771 -0.01
C 3.055147 6.278533 37.310580 0.339 -1.322 -1.001 -0.46
C 2.097317 5.141677 36.909435 0.242 -1.879 -0.999 -0.15
C 2.712004 3.719843 36.907990 0.659 0.826 0.010 -0.14
C 4.039973 3.656990 36.123486 -1.837 0.239 0.355 -0.12
C 5.025348 4.692072 36.619618 1.368 -1.216 1.313 -0.52
N 4.435624 6.012090 36.793068 -0.791 0.650 -1.579 -0.08
O 5.365179 7.024458 37.180706 -0.607 -0.571 -0.573 -0.01
C 5.665842 4.236498 37.948550 -0.083 0.030 -0.490 -0.01
C 6.136762 4.576842 35.600657 0.474 1.808 -1.056 -0.05
C 3.035605 6.244340 38.838119 0.046 1.090 0.224 -0.03
H 1.442314 7.393801 36.439334 0.080 0.248 -0.397 0.07
H 3.065656 7.912215 35.751535 -0.130 -0.593 -0.095 0.07
H 2.552499 8.401178 37.322492 -0.001 0.177 0.111 0.07
H 1.282940 5.016418 37.623014 -0.143 0.732 0.049 0.11
H 1.621747 5.235833 35.933176 0.193 0.611 -0.222 0.11
H 1.963221 3.035749 36.508692 0.092 -0.171 0.174 0.11
H 2.889620 3.528715 37.966307 0.122 -0.723 -0.014 0.10
H 3.861764 3.845097 35.064735 -0.313 0.236 -0.183 0.11
H 4.475827 2.657953 36.130572 0.143 0.188 0.476 0.09
H 4.843125 4.139767 38.656980 0.661 -0.432 0.417 0.06
H 6.272603 3.346321 37.782664 -0.541 -0.473 0.302 0.08
H 6.420125 4.958543 38.261319 -0.283 0.365 0.268 0.08
H 7.000137 5.172637 35.896827 0.327 -0.236 0.146 0.08
H 6.412563 3.550523 35.358393 0.024 -0.040 0.481 0.07
H 5.829476 5.033622 34.659897 -0.246 -0.042 -0.209 0.07
H 2.006425 6.224007 39.196539 0.021 0.521 0.095 0.09
H 3.560887 7.139621 39.170743 -0.185 0.077 0.564 0.08
H 3.503235 5.381510 39.312394 0.128 -0.040 -0.457 0.07
H 5.453598 6.976581 38.135422 0.116 -0.153 0.481 0.08
C 9.689516 7.370838 34.126800 -0.356 0.770 -0.641 -0.12
O 10.717058 7.328025 35.089844 -0.646 -0.575 0.668 -0.21
C 10.094100 7.198210 36.386027 1.264 0.460 1.026 -0.18
C 11.074035 7.449041 37.606134 -0.827 -0.691 -0.622 -0.20
N 11.352844 8.876847 37.807189 0.252 -0.480 -1.047 -0.05
C 11.921456 9.469686 36.577750 0.459 0.549 0.848 -0.21
C 12.578432 10.816964 36.931162 -0.064 -0.554 -2.131 -0.22
O 13.767811 10.707495 37.727678 -1.707 -1.154 -0.537 -0.19
C 14.102265 11.842417 38.461456 -0.332 -0.047 0.066 -0.12
H 8.983690 6.542246 34.068889 0.080 -0.526 0.779 0.07
H 10.056996 7.416513 33.101635 0.657 0.205 0.147 0.08
H 9.094001 8.265786 34.307173 -0.207 0.180 -0.155 0.08
H 9.559519 6.248808 36.417087 0.281 -0.338 0.276 0.10
H 9.338898 7.959591 36.581162 -0.269 0.373 -0.581 0.12
H 11.976241 6.837447 37.614934 0.390 -0.063 -0.821 0.10
H 10.577929 7.049761 38.490751 -0.513 0.229 0.078 0.11
H 12.119562 8.916508 38.463441 0.015 0.114 0.425 0.10
H 11.144301 9.646551 35.834214 -0.176 0.266 0.200 0.11
H 12.611859 8.813194 36.048164 0.397 -0.215 0.224 0.12
H 11.736272 11.479532 37.130841 0.296 0.317 1.803 0.12
H 12.833142 11.243099 35.960786 0.690 0.037 -0.359 0.11
H 13.280796 12.075485 39.138939 0.001 0.393 0.160 0.09
H 14.279931 12.659299 37.762009 0.254 0.404 0.284 0.09
H 14.978403 11.570427 39.050080 0.083 0.324 -0.134 0.09
C -0.372379 6.582203 33.436180 0.675 -0.185 0.377 -0.08
O 0.750317 5.800533 32.905719 -1.870 1.330 0.640 -0.20
C 1.902399 6.630385 32.779631 0.583 -1.143 -0.123 -0.22
C 3.064322 5.747669 32.310981 -0.718 1.129 -0.574 -0.17
N 3.014680 5.558418 30.820207 0.063 0.031 1.440 -0.03
C 1.942243 4.678214 30.366483 0.241 -0.982 0.416 -0.18
C 2.212253 3.235344 30.852718 0.903 -0.879 -0.145 -0.16
O 3.632947 2.843012 30.768583 -0.750 0.007 0.262 -0.21
C 3.803535 1.577435 31.409560 -0.164 0.119 -0.312 -0.12
H -0.147462 7.021474 34.408058 0.770 0.233 0.103 0.06
H -1.256928 6.014220 33.724398 0.203 -0.746 -0.857 0.08
H -0.666028 7.413082 32.794683 0.096 -0.153 -0.364 0.09
H 2.106634 7.088296 33.747469 0.167 0.057 0.140 0.10
H 1.848601 7.407574 32.017285 -0.676 0.232 -0.085 0.12
H 3.102295 4.840218 32.913635 0.045 -0.247 -0.069 0.10
H 3.936678 6.364818 32.525970 0.322 -0.345 -0.088 0.08
H 3.834942 4.993693 30.651815 0.583 0.203 -0.465 0.07
H 1.856011 4.768441 29.283656 0.235 -0.278 -0.064 0.11
H 0.967034 4.942880 30.775169 0.133 0.234 0.057 0.11
H 1.662230 2.460317 30.318956 -0.299 0.155 -0.369 0.11
H 1.941277 3.096111 31.899276 -0.171 0.387 0.234 0.10
H 3.428850 1.593013 32.433027 -0.167 0.123 0.221 0.09
H 4.842382 1.251155 31.459087 0.252 0.640 -0.223 0.06
H 3.300881 0.780891 30.860964 -0.357 0.048 -0.145 0.07
C 11.037984 -3.674714 27.146983 -0.144 -0.861 0.693 -0.07
O 10.803916 -4.711933 28.172876 -0.170 1.045 -1.273 -0.19
C 9.432590 -4.749746 28.588907 0.224 0.220 0.023 -0.23
C 9.314796 -5.713760 29.749379 0.905 1.090 0.246 -0.21
N 9.955431 -5.107305 30.931579 -0.838 -1.261 0.916 -0.04
C 9.742597 -6.083129 32.072916 1.511 1.997 -0.198 -0.17
C 10.477656 -5.654187 33.346643 0.113 -0.974 -0.558 -0.22
O 11.848097 -5.978791 33.224013 -1.563 -1.737 -1.847 -0.20
C 12.600091 -5.326658 34.135413 0.993 1.535 -0.100 -0.15
H 12.105580 -3.612800 26.936024 -0.006 -0.065 0.482 0.08
H 10.658384 -2.700025 27.453544 0.115 0.021 0.365 0.06
H 10.578564 -3.889346 26.182120 -0.392 -0.489 0.058 0.08
H 8.766517 -5.062717 27.784851 0.020 0.031 -0.336 0.12
H 9.165677 -3.747797 28.925006 -0.273 0.098 -0.080 0.09
H 9.859847 -6.600178 29.424918 -0.305 -0.598 0.129 0.12
H 8.293184 -5.917904 30.069909 -0.142 -0.155 -0.612 0.11
H 10.942171 -5.068639 30.719554 0.322 0.080 0.228 0.10
H 10.193631 -7.029180 31.773519 -0.586 -0.530 0.221 0.12
H 8.686408 -6.095372 32.342024 -0.094 -0.377 -0.439 0.09
H 10.106325 -6.279761 34.158353 -0.396 0.183 0.395 0.12
H 10.366862 -4.598163 33.592904 -0.229 0.210 -0.127 0.12
H 12.580146 -4.301749 33.764925 0.490 0.775 0.724 0.08
H 13.618031 -5.697317 34.014958 0.001 -0.029 0.675 0.10
H 12.158821 -5.357683 35.131614 0.421 -0.203 0.384 0.09
C 8.756940 1.086848 43.779027 1.709 -0.178 -0.009 -0.08
O 8.955940 0.719793 42.391695 1.252 0.810 1.791 -0.18
C 7.786326 0.444989 41.747598 -1.110 -0.625 -1.333 -0.28
C 7.976270 -0.028473 40.297782 0.015 0.529 1.406 -0.23
N 8.149644 1.108900 39.461308 -0.695 0.147 -1.444 -0.07
C 8.423709 0.809845 38.008921 -1.282 0.262 0.793 -0.14
C 7.379515 -0.144854 37.266509 -0.119 1.061 0.174 -0.14
O 6.155285 0.573345 36.953007 0.556 -0.275 -0.146 -0.21
C 5.590951 0.362736 35.652527 -0.806 0.898 1.395 -0.10
H 7.763349 1.294090 44.176431 -0.312 -0.122 -0.806 0.09
H 9.395698 1.941330 44.002507 -0.196 0.367 -0.309 0.08
H 9.214467 0.321427 44.405848 -0.292 -0.459 -0.021 0.08
H 7.224579 1.374182 41.652048 -0.806 -0.117 0.324 0.13
H 7.284022 -0.376857 42.257863 -0.574 0.163 0.295 0.12
H 7.014365 -0.496519 40.088581 0.382 -0.602 -0.437 0.12
H 8.880054 -0.637556 40.280866 -0.245 -1.006 -0.102 0.13
H 8.878466 1.654174 39.899011 0.303 0.325 -0.592 0.10
H 9.470074 0.521145 37.909601 -0.063 -0.532 -0.515 0.10
H 8.284661 1.775742 37.523306 0.247 -0.115 -0.310 0.08
H 7.018034 -1.020131 37.806257 0.633 -0.115 0.340 0.11
H 7.798308 -0.475364 36.315987 0.460 -0.008 0.082 0.10
H 5.619382 -0.640999 35.228486 0.749 -0.084 0.032 0.08
H 5.900907 1.187456 35.010751 0.336 -0.435 -0.535 0.06
H 4.530079 0.539485 35.829799 -0.227 -0.038 -0.169 0.08
C 11.595699 8.352769 28.979934 -1.094 -0.171 0.961 -0.09
O 10.180608 8.362646 28.656285 0.551 0.157 -0.547 -0.21
C 9.527849 9.544231 29.104744 1.438 0.232 0.180 -0.24
C 8.037424 9.509026 29.076290 -0.207 -0.736 2.211 -0.17
N 7.550280 8.940570 30.385798 -2.255 -0.271 -1.681 -0.04
C 6.086078 9.153339 30.614737 0.957 -0.217 1.513 -0.18
C 5.659070 8.449604 31.935364 0.036 -0.944 -1.672 -0.25
O 6.456483 8.737898 33.020598 1.301 1.980 -0.024 -0.19
C 6.211636 7.951835 34.151164 -0.156 0.264 -0.451 -0.10
H 11.655176 8.307700 30.067374 0.175 -0.210 0.223 0.06
H 12.185781 9.236051 28.735553 -0.341 0.182 -0.694 0.10
H 12.053082 7.449252 28.576762 -0.175 0.184 -0.184 0.08
H 9.935648 10.380905 28.537493 -0.095 0.260 -0.147 0.12
H 9.798182 9.704285 30.148486 0.325 0.221 0.277 0.12
H 7.724882 8.904708 28.224682 -0.427 -0.001 0.066 0.12
H 7.640365 10.523456 29.039327 0.085 0.178 -0.580 0.11
H 8.108326 8.961506 31.227365 0.070 0.568 -0.310 0.09
H 5.473937 8.785676 29.791211 0.238 -0.646 -0.029 0.11
H 5.721996 10.177609 30.694827 0.692 0.758 0.020 0.10
H 5.791922 7.390286 31.715618 -0.327 -0.537 0.004 0.09
H 4.607063 8.637097 32.150356 -0.289 0.112 -0.023 0.12
H 6.850817 8.297771 34.963487 0.050 -0.196 -0.135 0.09
H 6.439730 6.935178 33.831043 -0.263 -0.428 0.665 0.07
H 5.177196 8.110747 34.455777 -0.214 -0.532 0.218 0.08
C 4.722155 -1.648196 31.692583 -0.642 0.255 -0.429 -0.10
O 4.933803 -3.022368 31.426988 -0.103 -0.736 0.946 -0.19
C 3.773476 -3.871315 31.338360 0.402 -0.373 0.140 -0.19
C 4.234707 -5.323194 31.152012 0.661 0.550 -0.675 -0.19
N 4.711392 -5.950643 32.397137 -1.599 1.258 0.729 -0.05
C 5.613566 -7.013268 32.116536 0.469 -1.385 0.388 -0.21
C 6.039635 -8.011549 33.254317 -2.319 1.162 -0.132 -0.15
O 4.798087 -8.723826 33.670909 2.339 0.706 0.184 -0.20
C 4.997620 -9.359890 34.937930 -1.036 -0.063 -0.186 -0.12
H 5.582748 -1.153267 32.142609 0.363 -0.519 -0.073 0.07
H 3.881265 -1.440892 32.354414 -0.236 -0.315 0.191 0.09
H 4.516899 -1.129669 30.756046 -0.059 0.082 -0.144 0.06
H 3.120165 -3.485347 30.555848 0.024 -0.310 -0.379 0.12
H 3.143879 -3.972559 32.222360 0.102 0.933 0.695 0.11
H 5.070452 -5.294903 30.452854 0.219 0.040 -0.445 0.11
H 3.454115 -5.891006 30.645699 -0.190 -0.218 0.363 0.12
H 5.203064 -5.208713 32.874508 0.062 0.026 0.293 0.06
H 6.488975 -6.532037 31.680464 0.612 -0.702 -0.444 0.09
H 5.081153 -7.652380 31.412139 0.405 -0.091 -0.435 0.13
H 6.432403 -7.497340 34.131477 0.063 0.136 0.069 0.09
H 6.837604 -8.639202 32.857596 -0.269 -0.508 -0.007 0.12
H 4.049551 -9.849751 35.159992 0.175 -0.664 -0.324 0.08
H 5.056005 -8.716082 35.815542 0.565 0.827 -0.265 0.08
H 5.852557 -10.036014 34.932150 -0.110 -0.193 -0.044 0.09
C 8.651083 -2.084590 31.382109 0.799 1.004 0.173 -0.07
O 8.456147 -0.651239 31.500336 -0.348 -0.485 0.191 -0.19
C 8.323426 -0.163354 32.836035 -0.925 0.972 -0.356 -0.21
C 7.860543 1.300788 32.785989 0.988 -0.665 -0.707 -0.21
N 8.856200 2.256976 32.287725 -0.522 -0.310 2.276 -0.02
C 8.144360 3.539411 32.265084 2.341 0.338 -1.347 -0.16
C 9.103261 4.713529 31.893977 -2.130 -0.262 -0.948 -0.19
O 9.460464 4.541744 30.514466 0.300 1.115 0.463 -0.21
C 10.141263 5.729443 30.029681 0.275 -1.597 -0.556 -0.09
H 7.948495 -2.652786 31.991710 0.120 0.015 0.309 0.07
H 9.705488 -2.253393 31.600822 -0.098 -0.544 0.540 0.08
H 8.551364 -2.455809 30.362130 -0.394 0.706 -0.121 0.06
H 9.193680 -0.227387 33.489224 0.471 -0.348 -0.360 0.10
H 7.493699 -0.625580 33.370815 -0.111 -0.763 -0.009 0.09
H 7.546415 1.603004 33.785035 0.281 -0.002 0.175 0.09
H 6.958971 1.361168 32.176384 -0.371 -0.180 -0.269 0.09
H 9.322439 1.948150 31.446673 -0.438 0.381 -0.255 0.08
H 7.648836 3.724805 33.218076 0.166 -0.076 0.087 0.10
H 7.402383 3.444637 31.472249 -0.460 0.684 -0.014 0.10
H 9.929207 4.954045 32.563357 0.385 -0.689 -0.010 0.10
H 8.461729 5.594484 31.915196 -0.177 0.446 0.172 0.10
H 10.225267 5.647609 28.946006 -0.184 -0.262 -0.112 0.08
H 11.166873 5.639829 30.387734 0.146 0.681 0.333 0.09
H 9.657206 6.696387 30.166823 -0.212 -0.247 0.728 0.08
C 1.504475 -7.618992 33.282312 0.580 0.460 1.282 -0.10
O 0.292597 -7.109178 33.825598 -0.550 0.122 -1.682 -0.19
C 0.351744 -6.636668 35.142329 0.726 0.445 0.190 -0.22
C 1.335997 -5.468881 35.424604 0.300 -2.150 -0.565 -0.19
N 2.674270 -6.072985 35.718341 0.219 2.503 0.933 -0.05
C 3.594015 -4.886230 35.708926 2.416 -1.544 0.729 -0.16
C 5.167154 -5.262169 36.059549 -2.125 0.025 -0.449 -0.18
O 6.050756 -4.162277 36.023282 -0.072 0.217 -1.517 -0.17
C 6.406362 -3.824627 34.668036 0.550 0.293 0.423 -0.10
H 1.982589 -8.289310 33.996571 -0.154 -0.618 0.134 0.07
H 2.258964 -6.835405 33.212732 -0.049 0.295 -0.696 0.05
H 1.411999 -8.141709 32.330309 -0.605 0.278 0.125 0.10
H 0.644322 -7.519151 35.711306 0.011 0.226 0.849 0.12
H -0.623662 -6.265078 35.456329 -0.284 -0.494 -0.407 0.12
H 0.907171 -4.859269 36.219949 0.552 -0.138 0.378 0.11
H 1.451015 -4.817984 34.557887 -0.433 0.137 -0.363 0.10
H 2.924331 -6.635894 34.917898 0.151 -0.078 -0.052 0.05
H 3.381038 -4.198968 36.527721 -0.608 0.078 -0.244 0.11
H 3.502476 -4.416271 34.729718 0.316 0.464 -0.007 0.08
H 5.532512 -6.041328 35.390570 -0.096 -0.170 -0.134 0.08
H 5.172114 -5.652135 37.077392 -0.002 0.052 -0.015 0.12
H 7.240050 -3.122713 34.687574 -0.167 0.272 0.344 0.08
H 5.620055 -3.398521 34.044937 -0.431 0.171 0.358 0.07
H 6.812612 -4.643555 34.074401 -0.032 -0.726 0.319 0.07
C 6.292042 5.942509 28.815867 0.023 0.383 1.853 -0.10
O 6.085153 4.559372 28.962886 0.140 -0.067 -1.718 -0.19
C 6.943191 3.824107 28.126957 0.165 -2.460 1.668 -0.21
C 6.775273 2.352352 28.623762 0.261 1.512 -1.669 -0.20
N 5.559375 1.815768 28.086289 -0.517 -0.313 -0.854 -0.05
C 5.470750 0.403974 28.337107 -0.518 -0.347 0.491 -0.22
C 4.228957 -0.319832 27.772715 0.371 1.386 0.333 -0.21
O 2.997840 0.158107 28.306046 -1.478 -1.619 0.387 -0.21
C 1.842872 -0.765538 28.081022 0.735 1.468 0.768 -0.06
H 6.427214 6.172536 29.872708 -0.271 1.265 -0.029 0.07
H 5.440185 6.461890 28.376898 -0.022 -0.043 -0.052 0.09
H 7.231466 6.254308 28.359405 0.046 -0.390 -0.445 0.08
H 7.983743 4.075981 28.331687 0.193 0.432 -0.080 0.10
H 6.748901 3.822614 27.054418 -0.354 0.454 -0.081 0.13
H 6.829400 2.322984 29.712026 0.237 -0.086 0.249 0.10
H 7.598248 1.820246 28.146603 0.143 -0.373 0.380 0.10
H 4.743107 2.301356 28.429821 -0.071 0.084 0.271 0.11
H 5.629563 0.251087 29.404576 -0.408 -0.538 0.516 0.09
H 6.331098 -0.102861 27.900027 0.116 0.015 -0.387 0.12
H 4.358380 -1.374673 28.014903 -0.078 -0.232 -0.522 0.11
H 4.207964 -0.016620 26.725943 0.211 -0.864 -0.470 0.12
H 2.018531 -1.823727 28.274599 0.738 -0.014 -0.179 0.07
H 1.373544 -0.634963 27.105940 0.373 0.057 -0.203 0.08
H 1.100021 -0.487699 28.828737 0.049 0.285 -0.020 0.07
C 12.486726 7.813619 25.298311 1.309 -0.582 0.108 -0.08
O 13.706164 7.699636 26.038576 -0.025 2.288 1.312 -0.22
C 14.278150 6.443322 26.193161 -0.404 -0.581 -0.325 -0.22
C 15.585624 6.337705 27.012004 -0.706 -0.646 0.313 -0.17
N 15.409599 6.292013 28.477893 0.054 0.543 -0.836 -0.06
C 15.875671 7.565847 28.975055 -0.891 -0.140 1.522 -0.23
C 15.524842 7.625502 30.475524 1.278 1.550 -1.023 -0.22
O 14.103418 7.731885 30.618816 1.032 -0.286 0.301 -0.20
C 13.728300 7.363025 31.932168 -0.547 -0.276 0.085 -0.10
H 11.609421 7.328925 25.726679 0.133 -0.381 0.389 0.08
H 12.749439 7.342427 24.351172 -0.708 0.269 -0.575 0.08
H 12.247152 8.874957 25.232919 0.274 -0.110 -0.263 0.09
H 14.404229 6.084007 25.171843 0.378 -0.730 -0.116 0.12
H 13.513638 5.849547 26.694225 0.057 -0.778 0.078 0.10
H 16.287132 7.146817 26.808725 -0.069 -0.133 -0.506 0.11
H 16.062917 5.372507 26.842654 -0.027 0.072 -1.056 0.11
H 14.427085 6.207051 28.695939 -0.209 -0.006 0.106 0.09
H 15.393434 8.387794 28.445956 -0.208 0.386 0.069 0.12
H 16.937867 7.653520 28.746660 0.164 -0.032 0.558 0.12
H 16.025711 8.492916 30.905432 -0.379 0.849 -0.024 0.11
H 16.105069 6.887237 31.029061 -1.029 -1.193 -0.034 0.12
H 13.561385 6.285878 31.934180 0.403 -0.229 0.468 0.09
H 12.774459 7.786286 32.247052 -0.116 0.379 -0.488 0.07
H 14.451363 7.708663 32.670963 0.192 -0.280 0.041 0.09